The following is a DFT calculation (wB97M-V/def2-TZVPD) of a structure of composition C36H37F3O3P2SW.

Computed properties:
Gap between HOMO and LUMO (spin up / spin down) = 6.3 / 5.6 eV
ΔE to the lowest compared entry with this formula, charge and spin = 0.0 kJ/mol
F_max = 2.1 eV/Å
Total charge = +2
Molar mass = 852.5 g/mol
Spin multiplicity = 3

Last column: Mulliken spin population.
CARTESIAN COORDINATES (ANGSTROEM)
W: -0.5877 0.6240 -1.8008  0.436
C: -1.0884 0.1306 -3.7414  -0.020
C: 0.3524 0.1673 -3.5220  0.060
C: 1.1409 1.3394 -4.0213  -0.001
C: 0.6434 2.6970 -3.4875  0.006
C: -0.1255 2.6164 -2.1932  0.013
C: -1.5806 2.3564 -2.1708  0.042
C: -2.3257 2.3701 -3.4814  -0.002
C: -1.8767 1.2309 -4.4151  0.003
C: -0.5549 -0.6005 2.8769  0.038
H: -1.5073 -0.8620 -3.8886  0.005
H: 0.8632 -0.7909 -3.5629  -0.015
H: 1.1576 1.3687 -5.1240  0.016
H: 2.1898 1.2109 -3.7264  -0.008
H: 1.5396 3.3081 -3.2947  0.000
H: 0.1016 3.2387 -4.2744  0.005
H: 0.2606 3.2801 -1.4145  -0.008
H: -2.1667 2.7451 -1.3379  0.014
H: -2.2149 3.3387 -4.0018  0.002
H: -3.4106 2.2943 -3.3103  0.000
H: -2.7882 0.7634 -4.8265  0.001
H: -1.3219 1.6474 -5.2697  -0.002
H: -1.1690 -1.3296 2.3280  0.006
H: -0.9840 -0.5216 3.8942  0.001
H: 0.4664 -1.0035 2.9321  -0.018
P: 1.3477 -1.3504 0.2442  0.382
P: -0.5571 1.0328 2.1415  -0.046
C: 1.0562 0.4302 -0.3091  0.400
C: 0.0787 1.2753 0.3948  0.085
C: 2.8776 -1.9899 -0.5846  0.097
C: 3.4960 -1.3936 -1.6968  0.025
C: 4.5996 -2.0013 -2.3056  0.001
C: 5.1239 -3.1964 -1.7985  0.019
C: 4.5338 -3.7899 -0.6801  -0.007
C: 3.4332 -3.1881 -0.0819  0.023
C: -0.0922 -1.9230 -0.7193  0.045
C: -1.3459 -1.1590 -0.7230  0.128
C: -2.3253 -1.5053 -1.7288  0.027
C: -2.1597 -2.6799 -2.4662  0.022
C: -0.9820 -3.4123 -2.4017  -0.004
C: 0.0387 -3.0423 -1.5291  0.011
C: 0.4998 2.0493 3.2031  0.005
C: 1.8078 1.5885 3.4461  0.004
C: 2.6485 2.2856 4.3110  -0.001
C: 2.2050 3.4597 4.9298  0.006
C: 0.9202 3.9366 4.6608  -0.001
C: 0.0633 3.2426 3.8040  0.003
C: -2.2695 1.6328 2.0483  0.014
C: -3.3353 0.9030 2.6139  0.003
C: -4.6597 1.2879 2.3759  0.001
C: -4.9338 2.4425 1.6373  0.000
C: -3.8814 3.1928 1.1181  0.003
C: -2.5555 2.7890 1.2921  -0.003
H: 1.9473 0.9469 -0.6861  0.050
H: 0.3137 2.3532 0.3141  -0.002
H: 3.1121 -0.4570 -2.0999  0.001
H: 5.0606 -1.5396 -3.1821  0.002
H: 5.9864 -3.6698 -2.2713  0.001
H: 4.9220 -4.7183 -0.2571  0.000
H: 2.9789 -3.6490 0.7858  0.016
H: -1.6494 -0.5733 0.1605  -0.040
H: -3.2527 -0.9200 -1.7786  -0.003
H: -2.9734 -3.0345 -3.1033  -0.001
H: -0.8557 -4.2814 -3.0390  0.001
H: 0.9587 -3.6252 -1.4962  0.001
H: 2.1614 0.6796 2.9563  -0.001
H: 3.6579 1.9186 4.4904  0.000
H: 2.8725 4.0014 5.6006  0.000
H: 0.5923 4.8706 5.1215  0.000
H: -0.9363 3.6279 3.6042  0.000
H: -3.1114 0.0411 3.2424  0.001
H: -5.4796 0.6747 2.7527  0.000
H: -5.9651 2.7560 1.4564  0.000
H: -4.0859 4.1043 0.5619  0.000
H: -1.7550 3.3880 0.8498  -0.003
F: 0.2137 -5.8625 4.3496  0.004
C: 0.6443 -4.6108 4.0697  0.019
F: -0.1212 -3.7284 4.7625  0.001
F: 1.9230 -4.4912 4.5002  0.000
S: 0.5434 -4.2618 2.2350  0.009
O: 1.2888 -2.9683 2.1303  0.120
O: 1.2453 -5.3783 1.6285  0.011
O: -0.8829 -4.1295 1.9790  -0.002